Entry 1:
17
Properties=species:S:1:pos:R:3:forces:R:3:nbo_charge:R:1 method="wB97M-V/def2-TZVPD" smiles=O[C@@]12CN[C@@H]1COC2 de_lowest_ev=3.400
C -0.462 0.519 0.052 -0.4357 2.1539 -1.1224 0.196
C -1.116 -0.554 0.960 -2.2976 1.4341 2.5581 -0.229
C -0.055 -0.675 -0.798 1.6993 1.4383 -2.2566 -0.097
C 1.483 -0.609 -0.644 1.5691 -1.7552 -3.5021 -0.075
C 0.817 1.197 0.574 0.6336 -2.5522 1.0169 -0.103
H -1.754 2.192 -0.353 1.9889 -2.6943 -0.9380 0.478
H -0.541 -0.611 1.918 -0.5943 0.0269 -0.5141 0.198
H -2.304 -0.432 1.267 2.9573 -0.3202 -1.0559 0.195
H -1.585 -2.113 -0.338 2.3501 1.1529 0.5625 0.371
H -0.391 -0.512 -1.878 0.3701 -0.7197 1.4097 0.223
H 1.974 -0.155 -1.593 -1.0467 -0.1605 1.0454 0.149
H 2.034 -1.592 -0.619 -0.9570 0.6331 0.3838 0.201
H 1.223 2.068 0.108 -0.3838 0.6371 -0.8486 0.196
H 0.774 1.348 1.640 -0.1773 0.4269 0.4646 0.189
N -0.707 -1.613 0.061 -3.1389 -2.6451 -0.4621 -0.630
O -1.204 1.423 -0.816 -1.9068 1.6274 1.8412 -0.734
O 1.815 0.120 0.459 -0.6304 1.3165 1.4176 -0.528



Entry 2:
28
Properties=species:S:1:pos:R:3:forces:R:3:nbo_charge:R:1 method="wB97M-V/def2-TZVPD" smiles="CN/C=C/CCC=O.O.O.O" de_lowest_ev=1.796
O -1.958 1.323 1.074 0.1375 0.1567 -0.0614 -0.580
C -1.641 1.941 0.075 -0.6224 -0.3662 0.5282 0.476
C -0.297 2.512 -0.172 1.5199 -0.0683 -0.6984 -0.538
C 0.338 1.911 -1.485 -1.3671 -0.6205 0.1878 -0.403
C -0.430 0.722 -2.078 1.1238 0.1001 0.5198 -0.354
C -0.585 -0.436 -1.421 -0.1968 -0.3127 -0.9476 0.031
N -1.092 -1.567 -2.006 -0.1984 -0.7479 0.2243 -0.611
C -0.933 -2.877 -1.418 -0.1686 -0.2169 0.8464 -0.409
H -2.413 2.013 -0.701 0.1423 0.4336 -0.2499 0.140
H 0.418 2.299 0.622 -0.4670 -0.2678 0.4332 0.233
H -0.277 3.601 -0.228 -0.5459 0.0622 -0.1373 0.243
H 1.316 1.521 -1.233 0.4073 0.4963 -0.1012 0.216
H 0.374 2.661 -2.265 0.3755 0.2102 0.0342 0.215
H -0.449 0.688 -3.157 -0.5495 0.0928 -0.1577 0.203
H -0.296 -0.612 -0.391 -0.0472 0.2861 0.1723 0.198
H -1.522 -1.569 -2.914 0.2307 0.4951 0.0255 0.389
H -1.338 -3.628 -2.091 0.1653 -0.0262 -0.1112 0.207
H -1.478 -3.000 -0.470 -0.1587 0.2457 -0.1620 0.184
H 0.098 -3.126 -1.150 0.1266 0.0595 -0.4184 0.195
H -0.141 -0.545 3.021 -0.4023 0.0508 -0.1515 0.485
H -0.742 0.431 1.904 -0.0743 -0.0793 0.3367 0.509
O 0.049 -0.061 2.211 0.3113 -0.1218 -0.2651 -1.007
H 2.030 -1.278 0.702 -0.0670 -0.0886 0.4776 0.480
H 2.515 -2.180 1.889 -0.2744 0.2162 0.0531 0.470
O 2.588 -2.025 0.946 0.2541 -0.1208 -0.4905 -0.949
H 1.279 0.718 3.307 0.4386 0.0442 0.2644 0.487
H 2.568 -0.052 3.495 -0.0317 0.3211 0.2348 0.456
O 2.021 0.614 3.939 -0.0614 -0.2339 -0.3861 -0.965



Entry 3:
21
Properties=species:S:1:pos:R:3:forces:R:3:nbo_charge:R:1 method="wB97M-V/def2-TZVPD" charge=+1 de_lowest_ev=1.487
C -0.816 -1.001 1.268 1.5376 -0.4470 -1.6995 -0.225
C 0.315 -1.738 0.416 -1.8256 2.1722 0.7188 -0.420
C 1.578 -0.903 0.524 1.6023 -0.7297 -1.2581 -0.513
S 1.646 0.763 -0.270 -0.9653 1.9614 1.0383 0.023
C 2.155 1.223 -2.027 -0.3836 -2.7912 0.7494 -0.660
N -1.321 0.166 0.437 -0.9177 -1.0258 1.0160 -0.702
H -0.297 -0.636 2.147 -0.5343 0.1482 0.3088 0.225
H -1.645 -1.664 1.490 -0.0439 0.1404 0.1403 0.225
H 0.238 -2.743 0.823 1.0553 -0.2457 -0.4353 0.252
H 0.072 -1.636 -0.644 -0.4661 -0.9506 -0.0339 0.205
H 1.846 -0.661 1.553 0.1809 -0.0664 -0.0933 0.238
H 2.413 -1.373 0.010 0.1448 -0.6638 0.5618 0.247
H 2.575 0.322 -2.477 0.3046 0.2504 -0.1875 0.230
H 1.219 1.406 -2.536 0.2480 0.7284 -0.1580 0.229
H 2.907 1.988 -1.901 -0.2415 0.2801 -0.1374 0.254
H -1.053 1.052 0.860 0.1248 0.1608 -0.4374 0.448
H -2.354 0.102 0.402 0.0645 0.6852 -0.1460 0.468
H -0.955 0.068 -0.506 0.2199 0.5421 -0.0054 0.443
H -4.500 1.561 0.177 0.0630 0.0218 -0.0492 0.506
H -4.702 0.115 0.635 -0.1180 0.0358 -0.0737 0.497
O -4.068 0.699 0.204 -0.0497 -0.2067 0.1812 -0.973



Entry 4:
19
Properties=species:S:1:pos:R:3:forces:R:3:nbo_charge:R:1 method="wB97M-V/def2-TZVPD" smiles=CC[C@@H](O)CCO de_lowest_ev=0.711
C -0.869 0.486 2.524 -0.0088 -0.0103 0.0673 -0.609
C -0.799 0.992 1.085 -0.0004 0.0401 -0.0417 -0.407
C 0.075 0.063 0.250 0.1306 0.3368 0.0209 0.108
O -0.470 -1.242 0.356 -0.0898 -0.1788 -0.1261 -0.751
C 0.238 0.489 -1.211 -0.0286 -0.0157 0.0056 -0.450
C 1.141 -0.471 -1.974 0.1582 0.3075 0.0341 -0.065
O 0.429 -1.695 -2.187 0.0948 -0.2272 -0.0439 -0.740
H -1.534 1.093 3.145 0.0873 -0.0483 -0.1015 0.206
H -1.228 -0.547 2.531 0.0210 0.1789 0.0559 0.226
H 0.128 0.494 2.983 -0.1483 0.0200 -0.0451 0.197
H -0.398 2.014 1.051 -0.0245 -0.1515 -0.0123 0.195
H -1.803 1.015 0.641 0.1346 -0.0017 0.0494 0.201
H 1.088 0.064 0.699 -0.1412 -0.0642 -0.0352 0.142
H -0.454 -1.638 -0.528 0.0465 -0.0262 0.1251 0.492
H 0.665 1.499 -1.257 -0.0477 -0.1520 0.0597 0.219
H -0.740 0.524 -1.710 0.0997 -0.0006 0.0871 0.213
H 2.054 -0.654 -1.389 -0.1430 0.0041 -0.1091 0.168
H 1.442 -0.053 -2.944 -0.0923 -0.0493 0.1346 0.173
H 1.035 -2.433 -2.064 -0.0482 0.0385 -0.1247 0.481



HOMO energy, respectively: -8.945; -7.850; -12.302; -9.837 eV.